Entry 1:
C2H5PS2 | the ωB97M-V functional and the def2-TZVPD basis

The net charge is 0. The spin multiplicity is 1. The calculation puts the highest occupied orbital energy (alpha / beta) at -0.3016 / -0.2873 hartree. The total energy is -33110.5750 eV.

Positions of all 10 atoms, in Å:
C 0.455 0.053 -1.640
C 0.778 1.060 1.660
P -0.377 1.554 -2.090
S 0.922 -1.426 -1.881
S -0.608 0.209 0.828
H 0.752 2.081 1.254
H 1.703 0.643 1.295
H 0.738 1.052 2.724
H 0.249 2.639 -1.562
H 0.181 1.813 -3.304

Forces on atoms 1 to 2 (eV/Å):
-0.347 -0.766 1.555
-0.293 0.690 -2.081

Entry 2:
C39H56F6N3O11P2 | the ωB97M-V functional and the def2-TZVPD basis

The net charge is +1. The spin multiplicity is 1. The calculation puts the highest occupied orbital energy at -0.3936 hartree. The total energy is -103194.6049 eV.

Positions of all 117 atoms, in Å:
C -2.880 5.169 -3.215
C -1.963 5.386 -1.873
C -0.669 4.421 -1.716
C -0.896 2.890 -1.204
C -2.400 2.519 -0.690
C -2.896 3.240 0.693
O -3.510 2.323 1.685
C -4.249 3.268 2.588
O -3.697 3.780 3.716
C -0.805 1.945 -2.584
C -1.381 2.183 -4.092
C -2.884 1.519 -4.153
C -3.101 0.479 -5.418
C -4.380 -0.497 -4.991
N -3.950 -1.826 -4.400
N -0.109 0.747 -2.376
C 0.379 0.514 -0.965
O -0.703 -0.311 -0.418
C -0.730 -1.687 -0.858
O -0.877 -2.182 -2.090
C -0.667 -2.851 0.346
C -0.458 -4.430 -0.103
C -0.423 -5.696 0.937
C -0.627 -5.401 2.547
C -0.804 -3.834 3.000
C -0.841 -2.540 1.945
P 1.910 -0.574 -0.606
P 2.422 -1.938 -2.254
O 1.721 -1.623 -3.626
O 4.167 -1.824 -2.570
O 2.183 -3.627 -1.756
C 0.424 2.128 -0.494
C 0.363 2.435 1.150
N -0.479 1.511 1.958
C -0.556 1.933 3.409
C 1.897 2.892 -0.734
C 2.372 3.080 -2.263
C 2.711 1.929 -3.385
C 3.230 2.196 -4.925
C 3.464 3.744 -5.449
C 3.150 4.935 -4.357
C 2.623 4.649 -2.795
C 2.423 5.990 -1.876
H -2.197 5.240 -4.178
H -3.589 4.241 -3.195
H -3.598 6.122 -3.279
H -1.529 6.497 -1.975
H -2.697 5.439 -0.964
H 0.031 4.951 -0.906
H -0.148 4.354 -2.781
H -3.148 2.897 -1.542
H -2.641 1.378 -0.580
H -3.758 4.017 0.412
H -2.084 3.862 1.259
H -5.333 3.670 2.334
H -0.714 1.528 -4.835
H -1.307 3.277 -4.500
H -3.766 2.285 -4.137
H -2.991 0.850 -3.170
H -3.466 1.101 -6.340
H -2.162 -0.189 -5.622
H -5.041 -0.753 -5.943
H -5.098 0.043 -4.228
H -3.830 -1.785 -3.362
H -3.092 -2.185 -4.875
H -0.107 0.175 -3.244
H -0.327 -4.639 -1.271
H -0.266 -6.768 0.474
H -0.631 -6.329 3.262
H -0.952 -3.610 4.146
H -0.993 -1.433 2.291
H 3.133 0.241 -0.519
H 4.622 -1.944 -1.676
H 2.058 -4.202 -2.574
H 1.470 2.383 1.595
H 0.075 3.591 1.227
H -0.066 0.533 1.989
H -0.197 1.016 4.074
H -1.663 2.148 3.727
H 0.126 2.885 3.620
H 1.778 3.919 -0.135
H 2.778 2.341 -0.146
H 2.565 0.813 -3.067
H 3.475 1.310 -5.665
H 3.866 3.973 -6.530
H 3.331 6.050 -4.743
H 1.319 6.387 -2.084
H 3.137 6.835 -2.324
H 2.614 5.846 -0.730
C 4.157 -6.183 -0.732
C 4.533 -7.589 -0.300
O 5.262 -7.571 0.938
C 4.518 -7.353 2.068
O 3.300 -7.179 2.063
C 5.397 -7.389 3.316
F 6.513 -6.615 3.196
F 5.835 -8.649 3.599
F 4.751 -6.951 4.433
H 5.048 -5.550 -0.791
H 3.662 -6.195 -1.705
H 3.483 -5.710 -0.010
H 5.195 -8.034 -1.052
H 3.655 -8.241 -0.221
C -3.508 -1.264 8.724
C -2.087 -1.145 9.249
O -1.138 -1.601 8.272
C -0.893 -0.747 7.229
O -1.435 0.350 7.102
C 0.153 -1.327 6.281
F -0.116 -2.616 5.926
F 1.399 -1.336 6.835
F 0.260 -0.629 5.115
H -3.713 -2.290 8.403
H -4.230 -0.978 9.492
H -3.666 -0.623 7.850
H -1.972 -1.787 10.129
H -1.853 -0.121 9.565

Forces on atoms 1 to 2 (eV/Å):
-0.169 1.440 0.020
-0.420 1.023 -0.592

Entry 3:
C4H4N2O | the ωB97M-V functional and the def2-TZVPD basis

The net charge is 0. The spin multiplicity is 1. The calculation puts the highest occupied orbital energy (alpha / beta) at -0.3375 / -0.3381 hartree. The total energy is -9235.3004 eV.

Positions of all 11 atoms, in Å:
N -2.587 0.323 -0.451
C -1.515 0.731 -0.267
C -0.239 1.325 -0.093
O 0.772 0.750 0.495
C 1.016 -0.514 0.712
C 0.016 -1.506 0.852
N -0.740 -2.371 1.032
H -0.096 2.381 -0.265
H 0.480 0.094 -1.663
H 0.868 -0.504 -1.393
H 2.026 -0.709 1.041

Forces on atoms 1 to 2 (eV/Å):
0.960 0.354 0.152
-0.711 -0.236 -0.086